Entry 1:
Formula: C24H64N12O15Zn2
Source: the OMol25 dataset
Level of theory: wB97M-V/def2-TZVPD

Cartesian coordinates (Å):
Zn  1.07960  0.21608  0.69931
Zn  -0.93724  -1.52251  -0.98944
O  -0.23638  -1.30080  1.02925
O  -0.74008  0.46457  1.63573
O  0.19998  0.27360  -1.27276
O  0.73466  -1.45029  -2.16973
O  4.06307  5.43997  -2.49510
O  -4.44288  3.60682  1.72173
O  2.07089  -0.30625  -1.00653
O  1.19948  -1.33892  4.20068
O  -1.39463  -3.51222  -1.08361
O  -2.02159  4.82738  -2.40347
O  -2.40815  -5.90792  3.08929
O  5.06153  -4.50552  -1.53716
O  -2.05092  -0.97260  0.71108
O  -4.10435  0.74073  -2.81282
O  2.52917  -0.12860  2.04319
N  0.34458  -4.72775  -0.12975
N  0.78936  4.28697  -0.79592
N  0.87229  -4.14448  3.35792
N  -2.35331  2.87619  1.81381
N  0.19309  0.67867  4.34156
N  -0.83642  -5.53258  -1.79719
N  4.60971  -2.29696  -1.46535
N  1.80655  0.33469  5.54838
N  2.98411  -3.71613  -1.94621
N  -3.85262  1.53771  1.26692
N  1.63947  2.16014  0.91559
N  -2.47398  -1.19408  -2.22588
C  -3.53072  1.84309  -3.52013
C  -3.52489  -2.77523  -3.50375
C  -3.10171  -1.33726  -3.54105
C  0.01111  3.56525  -1.84375
C  -0.81143  4.31810  -2.89823
C  -0.70410  -4.54067  -0.95370
C  -4.38878  -0.42122  -3.55274
C  3.84123  6.30433  -3.62249
C  -3.77271  -5.60717  2.76869
C  1.81474  5.24288  -1.30115
C  -1.52590  -4.78897  2.94592
C  1.11848  -0.38867  -1.73655
C  1.04219  -0.19689  4.66472
C  -0.62327  -4.70270  5.25120
C  -2.74820  5.33592  -3.43936
C  3.29530  1.05013  2.28444
C  -1.16697  -0.69863  1.47361
C  3.70983  3.28246  1.39590
C  -3.61897  2.75100  1.60382
C  2.93864  4.58602  -2.12905
C  -0.31788  -4.96227  3.80567
C  4.28669  -3.55944  -1.65859
C  3.30630  -1.26930  2.22917
C  3.10811  1.94335  1.07395
H  2.96332  1.57126  3.18240
H  -0.10752  -5.93527  -2.36872
H  3.48257  5.76161  -4.49708
H  -1.16863  -4.92703  1.92542
H  1.63827  1.29688  5.80526
H  2.26207  5.78527  -0.46819
H  2.43467  -2.94962  -2.30770
H  3.44221  1.43229  0.17101
H  1.46148  2.62156  1.79622
H  -2.90362  4.60765  -4.23533
H  -4.40408  -2.96755  -2.88882
H  -1.10187  3.61323  -3.67727
H  -0.47919  0.46515  3.61868
H  -0.91774  -3.67541  5.46581
H  4.04196  -1.41067  1.43739
H  -2.62816  -0.20334  -2.10437
H  0.70627  -3.16307  3.18656
H  -2.16960  6.04390  -4.03272
H  -3.24840  2.55061  -2.74050
H  0.06614  -5.95718  3.58032
H  0.53815  2.84993  -2.47515
H  1.61520  -4.12481  4.04189
H  2.58621  -2.08756  2.22847
H  -3.76017  -2.94670  -4.55415
H  2.65293  -0.08091  5.91032
H  3.11877  7.08558  -3.38627
H  0.31610  1.64938  4.59194
H  -4.63826  -0.11181  -4.56769
H  -1.78790  -5.78163  -2.02685
H  0.17743  -4.93440  5.95354
H  0.58352  -4.08251  0.60962
H  1.10587  -5.34298  -0.37884
H  -3.63967  5.94902  -3.30711
H  4.75813  3.23482  1.69069
H  -1.94791  -3.78424  2.92319
H  -2.59438  1.49227  -3.95407
H  3.32641  3.71302  2.32095
H  -5.28971  -0.93571  -3.21849
H  -2.03239  3.83378  1.82553
H  -0.03936  4.97661  -3.29621
H  -4.23778  2.39597  -4.13858
H  -4.31165  -6.52173  3.01612
H  4.74837  6.73410  -4.04733
H  2.66352  -4.66744  -2.05727
H  -2.69867  -3.38947  -3.14575
H  -4.74612  1.42218  0.81040
H  -4.00644  -5.26926  1.75909
H  5.51111  -1.95005  -1.17000
H  -1.76946  2.05319  1.85725
H  4.35866  0.93015  2.49173
H  -4.15230  -4.95281  3.55343
H  -2.36194  -1.19651  -4.32910
H  3.33851  3.80029  -1.48808
H  3.74040  -1.30862  3.22823
H  3.56862  3.94136  0.53916
H  3.97918  -1.51087  -1.53305
H  -1.50903  -5.32115  5.39628
H  1.31197  6.02038  -1.87631
H  2.50099  4.03561  -2.96188
H  1.36998  2.83838  0.21740
H  -0.71244  2.91455  -1.35267
H  -3.04301  0.93703  1.20510
H  -3.13778  -1.70801  -1.66433
H  0.21390  4.78143  -0.12923

Computed properties:
Multiplicity = 1
Electronic energy = -6297.06710 a.u.
Gap between HOMO and LUMO = 7.80 eV
Strongest force on any atom = 16.2 eV/Å

Entry 2:
Formula: C24H65BF4O9V
Source: the OMol25 dataset
Level of theory: wB97M-V/def2-TZVPD

Cartesian coordinates (Å):
V  2.18739  0.65010  -1.94771
F  0.67161  0.10872  0.70192
F  -0.93168  -1.34929  -0.01657
F  -0.84618  0.71574  -0.87162
F  0.75866  -0.77859  -1.38700
O  -1.81283  -0.36048  -3.13516
O  4.63485  1.41797  1.80470
O  -0.86215  0.84685  2.88597
O  -3.27298  2.47323  2.37455
O  0.23844  -1.54657  -4.68074
O  1.42297  2.34477  -0.76191
O  2.84952  -0.71470  -3.35414
O  -2.04879  -3.67710  -0.91227
O  3.33920  -0.12491  -0.21868
C  1.96203  4.51539  0.08622
C  -2.47825  0.18112  4.56077
C  1.48540  3.67687  -1.06743
C  2.81100  -2.28351  0.85338
C  -1.05533  -1.47312  3.19904
C  0.53592  -3.54838  -3.32505
C  4.21062  1.43284  3.11404
C  5.09182  -1.56922  0.34359
C  -2.65303  -4.54095  1.18575
C  -2.85389  3.19228  1.22861
C  3.65240  -1.54375  -0.12439
C  -4.00064  3.75421  0.44688
C  -1.71643  -4.69429  0.00192
C  -1.14141  -0.11191  3.85519
C  -1.42221  -3.23734  -4.90442
C  -3.51272  1.02397  -2.26011
C  -3.68545  -0.15885  -4.50501
C  4.61697  2.71245  3.84917
C  0.09195  -2.97587  -4.64466
C  -1.90206  4.29019  1.73145
C  0.07271  4.11768  -1.53941
C  -2.78045  0.59153  -3.50462
C  -0.21803  -4.47885  0.33320
C  2.69891  1.12735  3.21000
B  -0.08295  -0.30984  -0.37867
H  -3.91288  0.19026  -1.68313
H  -0.40128  -1.20413  -4.05218
H  -0.33662  -0.08585  4.58987
H  0.69294  2.25004  -0.14572
H  0.37429  -4.42527  -0.58025
H  2.97750  -3.36030  0.88332
H  -0.69382  4.09475  -0.76481
H  5.28796  2.11208  1.68954
H  -3.70542  -4.64999  0.92370
H  -4.47939  4.61332  0.91681
H  3.13907  -1.53174  -2.90343
H  -2.95098  1.70141  -1.61699
H  -4.40968  0.48200  -5.00790
H  3.79701  3.40334  3.65310
H  -1.80890  -2.68325  -5.75972
H  -0.30277  3.50526  -2.35919
H  0.62749  -3.43942  -5.47317
H  -3.71644  4.02072  -0.57111
H  2.11592  1.92197  2.74438
H  0.07244  5.14459  -1.90489
H  -4.78871  3.00417  0.37986
H  -4.37049  1.60381  -2.60088
H  2.96262  -1.87611  1.85295
H  -1.24828  -2.28156  3.90425
H  -1.47575  0.00222  -2.31272
H  5.15780  -1.11716  1.33322
H  -1.89668  -5.62343  -0.53875
H  1.39874  4.26839  0.98611
H  4.70094  0.68085  3.73225
H  2.19506  3.91019  -1.86119
H  -2.36287  -5.31340  1.89795
H  1.68229  5.56331  -0.02199
H  3.64712  0.22033  0.62251
H  -4.28933  -0.86462  -3.93464
H  -0.06983  -1.78766  2.85556
H  -2.52303  -0.49269  5.41639
H  -1.85525  -1.68992  2.49108
H  -2.51971  1.96467  2.68368
H  -1.72007  -2.83385  -0.59216
H  -0.02163  -3.57570  0.91100
H  -1.59841  -4.30181  -5.05922
H  0.03100  -3.00385  -2.52714
H  -1.69828  5.15700  1.10281
H  5.72862  -1.11288  -0.41427
H  -2.35741  4.78155  2.59129
H  2.52424  0.14767  2.76523
H  1.61114  -3.38602  -3.24999
H  1.74525  -2.13358  0.68078
H  0.32713  -4.61635  -3.26222
H  -3.32166  -0.22425  4.00181
H  -2.26050  1.38611  -4.03979
H  3.01321  4.38943  0.34552
H  4.61912  2.54797  4.92669
H  -2.12833  -2.96260  -4.12085
H  2.35560  1.09678  4.24408
H  -0.21786  0.44192  2.30073
H  -2.62652  -3.59140  1.72032
H  3.48561  -2.03938  -1.08076
H  5.54992  3.13859  3.48027
H  5.48150  -2.58522  0.40685
H  0.03217  -5.38130  0.89096
H  -2.77531  1.19792  4.81762
H  -3.22527  -0.81766  -5.24142
H  -0.95532  3.90562  2.11079
H  -2.36390  2.44836  0.60043

Computed properties:
Multiplicity = 4
Expectation value of S² = 3.7561
Electronic energy = -2999.08346 a.u.
Gap between HOMO and LUMO (alpha / beta) = 7.83 / 8.01 eV
Strongest force on any atom = 3.6 eV/Å
Relative energy (zero: lowest compared OMol25 entry of this formula, charge and spin) = 11.0 kcal per mole

Entry 3:
Formula: C24H65BO13S9
Source: the OMol25 dataset
Level of theory: wB97M-V/def2-TZVPD

Cartesian coordinates (Å):
S  3.69716  0.46553  -5.64538
S  -4.54475  -3.24984  6.99556
S  -6.21255  1.25171  4.61894
S  6.91308  -4.02030  -7.06911
S  5.80712  -4.17819  -0.70954
S  -4.83280  3.12543  10.17068
S  -0.72103  1.00970  1.87046
S  -2.67726  4.81295  1.81709
S  4.94897  4.06088  -9.81464
O  -0.84158  -0.44473  1.65082
O  4.98997  2.93488  -8.85246
O  -2.94192  -3.12764  -0.47086
O  -5.48288  2.49392  4.23579
O  4.82040  -3.16406  -1.13466
O  -1.66890  0.43645  -1.82534
O  3.00025  -0.39851  -4.66892
O  -5.07944  -2.48176  -0.59781
O  -1.75319  3.86261  2.49216
O  -5.75173  3.40050  11.30890
O  -2.76598  -1.29947  -2.92380
O  7.56404  -2.86704  -7.74359
O  -4.32302  -1.79189  7.17983
C  2.15793  -1.87202  -1.55194
C  -5.45630  4.03481  8.75362
C  1.04540  1.36913  1.86935
C  8.03874  -5.41695  -7.22148
C  5.93169  -4.06805  1.08319
C  -2.72249  0.02428  -0.98713
C  1.10826  -1.80834  -2.69212
C  -5.01484  -0.07700  4.58565
C  4.52035  -0.63613  -6.80575
C  7.13255  -3.79636  -5.29960
C  -6.40260  1.29126  6.40637
C  -3.83970  -2.36137  -0.87420
C  -3.11691  4.07415  0.23951
C  -4.27748  4.54149  2.58049
C  3.66431  3.67765  -11.01414
C  -6.27708  -3.47658  6.56771
C  7.44850  -3.50270  -1.04233
C  -0.34106  -1.77695  -2.09760
C  2.45996  1.06548  -6.80521
C  -3.37340  4.14684  10.41178
C  -4.66475  -3.96986  8.63998
C  4.05704  5.40006  -9.01097
C  -0.93562  1.23863  3.65108
C  -3.50417  -1.11652  -1.75393
B  -1.37648  -0.67746  -2.78229
H  -3.68578  -3.89207  9.10801
H  -4.50985  -0.72662  -1.98611
H  -3.67544  5.18189  10.57255
H  8.18651  -3.61507  -5.08475
H  2.74165  3.42433  -10.49183
H  -1.06866  -0.32520  -3.93096
H  -4.94819  -5.01915  8.55528
H  1.77273  -2.59726  -0.83080
H  6.11407  -3.03267  1.37140
H  -1.97389  1.01236  3.88682
H  -3.44801  3.04723  0.39562
H  4.00059  2.82491  -11.60016
H  -0.71848  2.27040  3.91879
H  6.73744  -4.71439  1.43520
H  4.98318  -4.40183  1.49854
H  -0.76319  -2.77949  -2.18013
H  3.15270  -2.14438  -1.90271
H  -4.71055  -0.23545  3.55104
H  -0.27172  -1.56053  -1.02560
H  -0.27486  0.54957  4.18176
H  7.52843  -2.50723  -0.60474
H  3.10764  5.02676  -8.62704
H  7.65760  -6.25397  -6.63619
H  1.20872  -2.74004  -3.26668
H  1.30357  -0.97253  -3.35004
H  8.21025  -4.16581  -0.62888
H  -5.61470  5.07817  9.02744
H  3.89200  6.20694  -9.72566
H  1.88548  0.22271  -7.19034
H  2.95990  1.60165  -7.61489
H  6.53789  -2.93719  -4.99454
H  6.77866  -4.68473  -4.77607
H  -4.14835  0.19590  5.18576
H  8.08301  -5.69579  -8.27229
H  -2.84772  3.77510  11.28876
H  -5.40021  -3.42035  9.22849
H  3.51097  4.53570  -11.66931
H  -2.25669  -0.44094  -0.11724
H  -4.22238  4.86177  3.61831
H  2.14959  -0.89568  -1.05420
H  1.55768  0.68353  2.54658
H  1.79908  1.73845  -6.26224
H  -7.08656  2.10242  6.65246
H  -6.40073  3.58800  8.45333
H  3.80538  -1.36520  -7.18922
H  -3.41332  0.83231  -0.70673
H  -3.90403  4.66752  -0.22772
H  -2.23164  4.07052  -0.39367
H  -5.46794  -0.98441  4.97569
H  -2.72840  4.06698  9.53677
H  -5.43153  1.46988  6.86886
H  4.95976  -0.06369  -7.62398
H  7.56685  -3.43785  -2.12237
H  1.40390  1.22123  0.85203
H  5.30691  -1.14975  -6.25678
H  -6.90449  -2.96287  7.29743
H  1.20456  2.40537  2.17481
H  -4.74408  3.96053  7.93121
H  -6.81689  0.34541  6.75474
H  -6.50721  -4.54154  6.54625
H  -5.04554  5.11479  2.05854
H  -4.50364  3.48134  2.54277
H  -6.43606  -3.05300  5.57815
H  9.03094  -5.12679  -6.87443
H  4.66966  5.75956  -8.18704

Computed properties:
Multiplicity = 1
Electronic energy = -5539.78514 a.u.
Gap between HOMO and LUMO = 2.49 eV
Strongest force on any atom = 1.7 eV/Å
Charge = -2
Relative energy (zero: lowest compared OMol25 entry of this formula, charge and spin) = 0.0 kcal per mole

Entry 4:
Formula: C24H66FeN7O9
Source: the OMol25 dataset
Level of theory: wB97M-V/def2-TZVPD

Cartesian coordinates (Å):
Fe  0.25290  2.57444  -0.94815
O  -4.39613  -1.82784  0.40120
O  6.30048  -1.72272  -1.45800
O  -0.13320  -1.10199  0.20683
O  0.23071  0.17090  -3.42113
O  1.96708  -0.99256  0.57384
O  1.85670  -4.67845  3.69393
O  -3.78545  2.49480  1.58981
O  -4.60679  3.40705  -2.44439
O  0.92534  0.78508  0.11686
N  -1.44467  1.37218  -1.63926
N  4.19161  -2.78226  1.55441
N  1.79582  2.19288  -2.37127
N  0.87989  -0.45059  0.32027
N  3.94396  1.06413  -1.07790
N  -1.03224  3.32752  0.60211
N  -4.78228  -0.53850  3.80001
C  1.40067  0.55516  -4.16036
C  3.41298  -3.89855  2.12663
C  0.18849  -1.19858  -3.33295
C  1.44786  2.00792  -3.76827
C  -3.63017  0.50602  -2.27075
C  -3.07520  -2.44488  0.21318
C  -3.36668  2.97371  -1.84924
C  -5.06339  2.65364  2.13439
C  2.67843  2.62414  -4.41330
C  -2.81517  3.21954  2.38142
C  5.25824  0.54496  -1.26456
C  5.07067  -0.95307  -1.40818
C  -4.55580  -0.90243  1.43914
C  6.01203  -3.10790  -1.55055
C  -1.34351  2.87655  1.99650
C  4.27941  -5.12161  2.51333
C  2.52455  -3.47463  3.26024
C  -4.35922  -1.52592  2.84845
C  6.14709  1.15404  -0.10374
C  -4.35120  3.80535  -3.79174
C  -0.27609  3.52508  2.91118
C  -2.72332  1.73322  -2.37355
C  0.73021  -4.30525  4.52441
C  -5.13425  -2.77359  3.03459
H  0.29586  -5.15385  5.05291
H  -3.92027  -0.05389  4.00541
H  1.12450  -3.61601  5.27113
H  3.53059  2.09060  -3.99229
H  -2.53560  3.66404  -1.99366
H  4.39339  -3.03510  0.59762
H  -5.51845  -0.39292  1.39683
H  6.95057  -3.55598  -1.87684
H  3.72131  -5.99729  2.84470
H  -0.79857  -1.51916  -2.99973
H  -3.37802  4.27767  -3.92569
H  3.27966  -3.16967  3.98475
H  -3.56640  2.80724  -0.79070
H  -3.31598  -1.76835  3.05090
H  2.25731  -0.01107  -3.79478
H  5.79594  0.69032  0.81808
H  -4.05130  0.51302  -1.26541
H  -1.84509  0.83804  -0.88133
H  7.16699  0.78930  -0.22564
H  3.53299  -2.01655  1.55326
H  -5.45459  3.64708  1.91497
H  4.77044  -5.52773  1.62899
H  -4.80317  -0.96780  4.71399
H  4.39471  -1.27834  -0.61737
H  1.32735  0.45507  -5.24327
H  -2.50276  -2.54739  1.13508
H  -0.57208  4.57264  2.96694
H  0.25059  -1.71374  -4.29152
H  -3.16816  4.24612  2.47964
H  5.20971  -3.41198  -2.22279
H  6.10238  2.24304  -0.09033
H  -3.94354  -0.05063  1.14303
H  -4.40532  2.91192  -4.41379
H  -1.95229  3.13724  0.23143
H  -5.75693  1.98524  1.62415
H  1.85706  -2.67349  2.94286
H  -5.08227  2.39760  3.19372
H  -4.70738  -3.26002  3.91167
H  0.05429  -3.66557  3.95692
H  5.57937  0.92711  -2.23355
H  5.69128  -3.49896  -0.58500
H  -1.21380  1.79640  1.92895
H  0.75184  3.36445  2.58614
H  -4.93963  -3.46008  2.21060
H  -2.36246  -2.00237  -0.48272
H  2.78600  -4.29946  1.33022
H  -0.47438  3.35668  3.96968
H  0.97484  -1.47751  -2.63157
H  -2.89809  2.87863  3.41341
H  -6.21251  -2.69317  3.17236
H  2.70232  3.67743  -4.13384
H  -2.54203  1.80239  -3.44614
H  3.51343  0.40183  -0.44853
H  -1.28128  4.29248  0.76624
H  2.73677  2.54711  -5.49901
H  4.09629  2.00135  -0.73365
H  4.45835  -1.05201  -2.30448
H  -4.52486  0.72513  -2.85351
H  -3.15280  -3.38425  -0.33424
H  5.02485  -4.92721  3.28446
H  -3.20452  -0.45060  -2.57375
H  -1.12562  0.60322  -2.21110
H  -5.10735  4.53978  -4.06911
H  2.30624  1.36610  -2.09556
H  0.48641  2.48788  -3.95090
H  2.57329  2.83074  -2.46498

Computed properties:
Multiplicity = 5
Expectation value of S² = 6.0080
Electronic energy = -3277.63882 a.u.
Gap between HOMO and LUMO (alpha / beta) = 7.30 / 6.30 eV
Strongest force on any atom = 2.8 eV/Å
Charge = +1
Relative energy (zero: lowest compared OMol25 entry of this formula, charge and spin) = 53.6 kcal per mole